{
  "formula": "C28H25CrN4O3S2",
  "method": "wB97M-V/def2-TZVPD",
  "lumo_energy_ev": [-0.69, -0.68],
  "homo_ev": [-7.640, -7.712],
  "spin_multiplicity": 4,
  "gap_ev": [6.95, 7.03],
  "symbols": ["Cr", "N", "C", "S", "N", "N", "C", "C", "C", "C", "C", "C", "C", "O", "H", "H", "H", "H", "H", "H", "H", "S", "C", "C", "C", "C", "C", "C", "H", "H", "H", "H", "H", "C", "O", "C", "C", "C", "C", "C", "C", "N", "C", "C", "C", "C", "C", "C", "C", "O", "H", "H", "H", "H", "H", "H", "H", "H", "H", "H", "H", "H", "H"],
  "positions_angstrom": [[2.610, -0.257, 1.174], [6.114, -0.649, 3.814], [4.852, -0.505, 3.277], [4.671, -1.279, 1.678], [4.026, 0.287, 3.857], [2.815, 0.356, 3.162], [1.891, 0.790, 3.888], [0.492, 0.952, 3.474], [-0.387, 1.482, 4.394], [-1.665, 1.885, 4.151], [-2.094, 1.715, 2.802], [-1.331, 1.071, 1.869], [-0.005, 0.664, 2.178], [0.712, 0.077, 1.247], [6.586, -1.485, 3.532], [6.180, -0.529, 4.807], [2.064, 1.053, 4.921], [0.003, 1.704, 5.354], [-2.386, 2.199, 4.934], [-3.074, 1.972, 2.504], [-1.705, 0.855, 0.888], [3.660, 1.403, 0.237], [2.272, 2.408, -0.277], [1.673, 3.234, 0.662], [0.604, 4.013, 0.244], [0.092, 4.004, -1.076], [0.744, 3.277, -2.030], [1.859, 2.475, -1.620], [1.989, 3.243, 1.692], [0.113, 4.648, 0.964], [-0.857, 4.545, -1.320], [0.416, 3.306, -3.069], [2.335, 1.858, -2.370], [-3.754, -1.432, -0.115], [-2.821, -0.756, -0.896], [-2.998, -0.615, -2.230], [-4.175, -0.899, -2.938], [-4.163, -0.755, -4.334], [-3.127, -0.194, -5.081], [-1.976, 0.104, -4.351], [-1.931, -0.086, -2.965], [-0.708, 0.194, -2.239], [0.138, -0.662, -1.699], [0.238, -2.043, -1.501], [-0.650, -3.112, -1.886], [-0.402, -4.402, -1.468], [0.720, -4.701, -0.699], [1.640, -3.719, -0.419], [1.479, -2.370, -0.809], [2.350, -1.523, -0.412], [-3.293, -1.579, 0.801], [-4.102, -2.367, -0.630], [-4.717, -0.857, -0.002], [-5.028, -1.337, -2.476], [-4.984, -1.094, -4.934], [-3.032, -0.159, -6.149], [-1.051, 0.484, -4.776], [-0.512, 1.159, -2.093], [0.972, -0.176, -1.313], [-1.530, -2.994, -2.532], [-1.112, -5.224, -1.707], [0.800, -5.760, -0.367], [2.462, -3.897, 0.281]]
}

=====

{
  "formula": "C6H17N3",
  "method": "wB97M-V/def2-TZVPD",
  "lumo_energy_ev": 0.62,
  "homo_ev": -6.266,
  "gap_ev": 6.89,
  "symbols": ["C", "C", "C", "C", "C", "H", "H", "H", "H", "H", "H", "H", "H", "H", "H", "H", "H", "C", "N", "N", "N", "H", "H", "H", "H", "H"],
  "positions_angstrom": [[-1.309, -0.460, 0.146], [-1.152, 0.315, 1.319], [-1.073, -1.950, 0.285], [-2.511, -0.105, -0.708], [0.171, -0.122, -1.434], [-1.843, 1.136, 1.488], [0.073, 1.333, 1.066], [-0.867, -0.193, 2.237], [-0.165, -2.157, 0.853], [-0.977, -2.431, -0.688], [-1.908, -2.413, 0.823], [-2.498, -0.627, -1.663], [-3.431, -0.370, -0.177], [-2.542, 0.966, -0.911], [-0.384, -0.622, -2.229], [1.139, -0.627, -1.372], [0.236, 0.940, -1.694], [2.023, 0.981, 0.475], [2.183, -0.143, 1.225], [2.865, 1.189, -0.572], [1.127, 1.868, 0.865], [1.418, -0.308, 1.867], [2.437, -0.975, 0.715], [2.459, 1.658, -1.372], [3.457, 0.417, -0.837], [1.071, 2.701, 0.294]]
}

=====

{
  "formula": "C42H57IN4O17",
  "method": "wB97M-V/def2-TZVPD",
  "lumo_energy_ev": -0.44,
  "homo_ev": -9.032,
  "gap_ev": 8.59,
  "smiles": "Cc1c2c(c(CCN)c(CCCI)c1-c1ccccn1)C(=O)N(CCCN)C2=O.C[C@@H]1COC(=O)O1.C[C@@H]1COC(=O)O1.C[C@@H]1COC(=O)O1.C[C@@H]1COC(=O)O1.C[C@@H]1COC(=O)O1",
  "symbols": ["C", "C", "C", "C", "C", "C", "C", "N", "C", "C", "C", "C", "I", "C", "C", "C", "C", "C", "C", "N", "C", "O", "N", "C", "C", "C", "N", "C", "O", "H", "H", "H", "H", "H", "H", "H", "H", "H", "H", "H", "H", "H", "H", "H", "H", "H", "H", "H", "H", "H", "H", "H", "H", "H", "H", "H", "C", "C", "C", "O", "C", "O", "O", "H", "H", "H", "H", "H", "H", "C", "C", "C", "O", "C", "O", "O", "H", "H", "H", "H", "H", "H", "C", "C", "C", "O", "C", "O", "O", "H", "H", "H", "H", "H", "H", "C", "C", "C", "O", "C", "O", "O", "H", "H", "H", "H", "H", "H", "C", "C", "C", "O", "C", "O", "O", "H", "H", "H", "H", "H", "H"],
  "positions_angstrom": [[-4.147, 2.158, 3.403], [-3.289, 1.888, 2.196], [-3.523, 2.531, 0.996], [-2.773, 2.258, -0.146], [-1.732, 1.351, -0.154], [-0.969, 1.069, -1.421], [-1.383, -0.252, -2.102], [-2.463, -0.098, -3.087], [-1.465, 0.685, 1.059], [-0.321, -0.301, 1.118], [1.072, 0.355, 0.981], [1.747, 0.387, 2.351], [3.701, 1.238, 2.201], [-2.245, 0.944, 2.197], [-1.992, 0.203, 3.468], [-1.593, 0.878, 4.620], [-1.394, 0.175, 5.799], [-1.604, -1.197, 5.786], [-1.987, -1.788, 4.587], [-2.184, -1.122, 3.455], [-3.335, 3.081, -1.267], [-2.924, 3.251, -2.390], [-4.474, 3.710, -0.752], [-5.594, 4.147, -1.572], [-6.877, 3.377, -1.274], [-7.024, 2.080, -2.067], [-8.353, 1.455, -1.943], [-4.547, 3.556, 0.638], [-5.281, 4.203, 1.349], [-3.629, 2.739, 4.165], [-4.482, 1.223, 3.857], [-5.032, 2.714, 3.105], [0.101, 1.040, -1.210], [-1.107, 1.892, -2.121], [-1.747, -0.948, -1.347], [-0.516, -0.695, -2.595], [-3.364, -0.260, -2.658], [-2.475, 0.838, -3.470], [-0.343, -0.826, 2.069], [-0.475, -1.079, 0.371], [0.963, 1.394, 0.665], [1.694, -0.169, 0.258], [1.812, -0.597, 2.806], [1.190, 1.068, 2.992], [-1.435, 1.949, 4.584], [-1.076, 0.685, 6.699], [-1.475, -1.797, 6.678], [-2.140, -2.861, 4.548], [-5.307, 3.985, -2.612], [-5.734, 5.223, -1.458], [-7.717, 4.027, -1.549], [-7.004, 3.160, -0.212], [-6.314, 1.327, -1.716], [-6.858, 2.262, -3.131], [-8.537, 1.289, -0.957], [-9.059, 2.132, -2.216], [5.965, -3.552, 1.131], [4.698, -3.798, 0.362], [4.553, -3.008, -0.922], [3.123, -2.879, -1.041], [2.611, -2.935, 0.204], [1.483, -2.667, 0.487], [3.541, -3.329, 1.092], [5.957, -4.110, 2.068], [6.825, -3.860, 0.545], [6.067, -2.494, 1.372], [4.556, -4.867, 0.175], [4.955, -3.513, -1.796], [4.985, -2.009, -0.836], [8.498, 1.739, -3.020], [7.607, 0.717, -2.370], [7.137, 1.017, -0.964], [6.962, -0.304, -0.417], [7.803, -1.132, -1.077], [8.040, -2.253, -0.741], [8.323, -0.526, -2.154], [8.801, 1.331, -3.981], [7.963, 2.678, -3.165], [9.388, 1.926, -2.418], [6.760, 0.489, -3.023], [6.202, 1.569, -0.923], [7.895, 1.536, -0.373], [-8.356, 6.912, 0.611], [-9.719, 6.726, 0.001], [-9.986, 7.520, -1.261], [-11.403, 7.710, -1.207], [-11.777, 7.674, 0.097], [-12.847, 7.983, 0.503], [-10.751, 7.234, 0.865], [-8.270, 6.353, 1.541], [-7.580, 6.561, -0.070], [-8.175, 7.962, 0.844], [-9.924, 5.663, -0.165], [-9.714, 7.000, -2.176], [-9.501, 8.499, -1.237], [9.213, -4.718, -5.194], [8.699, -3.446, -4.573], [7.208, -3.211, -4.705], [7.127, -1.779, -4.703], [8.303, -1.302, -5.175], [8.498, -0.161, -5.453], [9.216, -2.287, -5.261], [10.297, -4.775, -5.107], [8.778, -5.583, -4.693], [8.962, -4.757, -6.254], [9.008, -3.370, -3.528], [6.625, -3.619, -3.884], [6.815, -3.581, -5.655], [1.957, -5.651, 2.288], [1.019, -6.657, 2.896], [0.528, -6.327, 4.289], [0.294, -7.625, 4.847], [1.115, -8.501, 4.215], [1.309, -9.618, 4.564], [1.682, -7.915, 3.134], [2.306, -5.993, 1.314], [1.456, -4.692, 2.157], [2.832, -5.509, 2.922], [0.175, -6.853, 2.228], [-0.389, -5.743, 4.305], [1.295, -5.825, 4.884]]
}

=====

Copy entry 2 word for word.
{
  "formula": "C6H17N3",
  "method": "wB97M-V/def2-TZVPD",
  "lumo_energy_ev": 0.62,
  "homo_ev": -6.266,
  "gap_ev": 6.89,
  "symbols": ["C", "C", "C", "C", "C", "H", "H", "H", "H", "H", "H", "H", "H", "H", "H", "H", "H", "C", "N", "N", "N", "H", "H", "H", "H", "H"],
  "positions_angstrom": [[-1.309, -0.460, 0.146], [-1.152, 0.315, 1.319], [-1.073, -1.950, 0.285], [-2.511, -0.105, -0.708], [0.171, -0.122, -1.434], [-1.843, 1.136, 1.488], [0.073, 1.333, 1.066], [-0.867, -0.193, 2.237], [-0.165, -2.157, 0.853], [-0.977, -2.431, -0.688], [-1.908, -2.413, 0.823], [-2.498, -0.627, -1.663], [-3.431, -0.370, -0.177], [-2.542, 0.966, -0.911], [-0.384, -0.622, -2.229], [1.139, -0.627, -1.372], [0.236, 0.940, -1.694], [2.023, 0.981, 0.475], [2.183, -0.143, 1.225], [2.865, 1.189, -0.572], [1.127, 1.868, 0.865], [1.418, -0.308, 1.867], [2.437, -0.975, 0.715], [2.459, 1.658, -1.372], [3.457, 0.417, -0.837], [1.071, 2.701, 0.294]]
}